2 unconnected molecules or ions with the total composition C22H26FNO5 in a non-equilibrium geometry. Source: the OMol25 dataset; level of theory: ωB97M-V/def2-TZVPD.

Last column: Mulliken charge in e.
Geometry (Å):
C -2.78 1.19 -1.18  -1.115
C -1.61 1.13 -2.06  0.598
N -0.50 0.63 -1.50  0.118
F -0.60 0.15 -0.04  0.014
C 0.67 0.47 -2.14  0.467
C 1.77 -0.09 -1.35  -1.071
C 0.77 0.91 -3.45  -0.704
C -0.34 1.42 -4.11  1.308
C -0.17 1.83 -5.55  -1.480
C -1.54 1.53 -3.40  -0.863
H -3.64 1.68 -1.63  0.423
H -3.13 0.19 -0.90  -0.003
H -2.56 1.73 -0.24  0.371
H 2.68 -0.27 -1.94  0.375
H 2.05 0.63 -0.57  0.003
H 1.51 -1.02 -0.84  0.425
H 1.72 0.87 -3.99  0.472
H -1.12 2.22 -5.95  0.342
H 0.61 2.61 -5.63  0.355
H 0.16 0.96 -6.13  0.356
H -2.41 1.94 -3.92  0.386
C 5.61 0.35 -0.57  -0.838
O 4.48 1.11 -0.10  -0.326
C 3.73 0.87 1.04  0.551
C 2.77 1.90 1.29  -0.567
C 1.70 1.65 2.12  -0.510
C 1.48 0.37 2.64  0.264
C 0.13 0.10 3.31  -1.481
C -0.94 -0.55 2.53  1.184
C -0.83 -2.00 2.45  0.102
O 0.20 -2.61 2.67  -0.673
O -1.98 -2.75 2.22  -0.419
C -3.16 -2.08 1.78  1.769
C -3.18 -1.87 0.31  -0.918
C -4.34 -2.96 2.14  -1.788
O -3.36 -0.87 2.51  -0.399
C -2.28 -0.06 2.82  -0.075
O -2.51 1.01 3.36  -0.737
C 2.50 -0.58 2.52  -0.228
C 3.64 -0.35 1.76  -0.496
H 5.91 0.90 -1.46  0.277
H 6.45 0.35 0.14  0.311
H 5.34 -0.67 -0.85  0.329
H 2.79 2.79 0.65  0.331
H 0.97 2.43 2.33  0.312
H 0.33 -0.55 4.20  0.488
H -0.26 1.09 3.60  0.465
H -2.37 -1.23 -0.01  -0.358
H -3.08 -2.83 -0.19  0.333
H -4.14 -1.41 0.04  0.402
H -4.38 -3.15 3.22  0.416
H -5.26 -2.47 1.85  0.383
H -4.25 -3.93 1.63  0.382
H 2.38 -1.56 3.00  0.366
H 4.39 -1.14 1.58  0.367

Calculated values
**E_HOMO**: -6.700 eV
**Calculated total energy**: -1384.591404 hartree
**Frontier orbital gap**: 5.6 eV

---

A molecular structure, C22H26HgN4O3 in a non-equilibrium geometry. Source: the OMol25 dataset; level of theory: ωB97M-V/def2-TZVPD.

Last column: Mulliken charge in e.
Geometry (Å):
C -2.15 3.91 -1.27  -1.147
C -1.14 4.38 -2.32  0.879
H -2.14 4.60 -0.42  0.503
H -3.18 3.83 -1.67  0.442
C -0.07 3.68 -2.83  1.068
C 0.31 2.32 -2.54  -0.655
H 0.82 2.06 -1.56  0.275
H 0.31 1.55 -3.32  0.329
C -1.34 5.80 -2.79  -1.755
H -2.23 6.24 -2.31  0.400
H -1.49 5.86 -3.89  0.368
H -0.47 6.42 -2.51  0.358
C 0.76 4.38 -3.90  -1.493
H 1.25 5.31 -3.50  0.355
H 0.16 4.60 -4.83  0.336
H 1.56 3.67 -4.18  0.393
Hg 1.06 -1.11 1.15  1.799
O -0.80 -0.33 0.22  -0.897
C -1.24 -0.08 -0.97  0.189
O 0.12 -2.69 -0.64  -0.557
C -0.40 -2.34 -1.61  0.317
O -0.66 -3.16 -2.67  -0.398
N -0.86 -1.03 -1.98  0.423
C -1.25 -2.41 -3.79  -0.485
C -1.26 -0.95 -3.39  -0.316
H -2.28 -2.77 -3.93  0.293
H -0.64 -2.60 -4.68  0.322
H -2.25 -0.50 -3.52  0.398
H -0.53 -0.38 -3.98  0.111
C -1.79 1.14 -1.36  -0.154
C -1.89 2.26 -0.38  -0.848
H -2.19 1.35 -2.46  0.285
H -0.94 2.46 0.17  0.280
H -2.83 2.20 0.33  0.353
N 1.29 -3.20 4.05  -0.103
C 0.35 -2.18 4.26  0.823
C -0.24 -2.13 5.54  -0.822
C -1.22 -1.17 5.79  -0.388
C -1.59 -0.31 4.75  -0.726
C -0.97 -0.43 3.52  0.000
N 0.01 -1.34 3.28  -0.377
C 2.28 -3.45 3.09  0.828
C 3.16 -4.52 3.34  -0.723
C 4.16 -4.81 2.42  -0.388
C 4.25 -4.03 1.26  -0.695
C 3.36 -3.00 1.07  -0.039
N 2.39 -2.71 1.98  -0.329
H 1.35 -3.83 4.83  0.128
H 0.11 -2.83 6.29  0.363
H -1.68 -1.10 6.77  0.435
H -2.36 0.45 4.88  0.413
H -1.23 0.21 2.68  0.273
H 3.03 -5.08 4.27  0.387
H 4.85 -5.63 2.59  0.439
H 5.01 -4.21 0.50  0.407
H 3.36 -2.36 0.18  0.321

Calculated values
**E_HOMO (spin up / spin down)**: -13.770 / -13.366 eV
**Calculated total energy**: -1451.407999 hartree
**Frontier orbital gap (spin up / spin down)**: 6.4 / 5.6 eV
**Energy relative to the best compared isomer or geometry (same formula, charge and spin)**: 0.0 kcal/mol
**Charge**: +2

---

C22H26N2O3 in the gas phase. Source: the OMol25 dataset; level of theory: ωB97M-V/def2-TZVPD.

Last column: Mulliken charge in e.
Geometry (Å):
C -7.09 -0.38 1.19  -1.077
C -6.72 -0.18 -0.28  -0.471
O -5.49 -0.77 -0.63  -0.463
C -4.32 -0.25 -0.14  1.134
C -4.21 1.02 0.41  -0.281
C -2.99 1.52 0.84  -1.299
C -1.84 0.76 0.75  0.501
C -0.51 1.27 1.21  -1.349
N 0.51 1.10 0.19  0.327
C 0.36 1.92 -0.99  -0.805
C 1.04 3.28 -0.84  -1.143
C 1.51 0.21 0.41  0.877
O 1.57 -0.44 1.44  -0.661
C 2.53 0.04 -0.71  -0.420
C 3.70 -0.77 -0.26  0.507
C 3.66 -2.04 0.24  -0.910
N 4.92 -2.45 0.58  0.010
C 5.80 -1.44 0.31  -0.643
C 7.18 -1.37 0.49  -0.800
C 7.81 -0.21 0.12  -0.504
C 7.10 0.87 -0.41  -0.779
C 5.73 0.81 -0.59  -0.369
C 5.06 -0.36 -0.22  0.968
C -1.94 -0.52 0.21  -0.456
C -3.15 -1.04 -0.23  0.299
O -3.05 -2.30 -0.75  -0.493
C -4.19 -3.12 -0.91  -0.760
H -6.35 0.08 1.84  0.354
H -7.12 -1.45 1.41  0.290
H -8.06 0.05 1.39  0.388
H -6.73 0.89 -0.54  0.328
H -7.45 -0.69 -0.92  0.368
H -5.08 1.65 0.49  0.313
H -2.95 2.52 1.26  0.332
H -0.17 0.71 2.08  0.448
H -0.58 2.33 1.48  0.277
H 0.76 1.40 -1.86  0.465
H -0.71 2.06 -1.15  0.390
H 2.10 3.17 -0.65  0.260
H 0.91 3.86 -1.75  0.405
H 0.60 3.84 -0.02  0.321
H 2.02 -0.46 -1.54  0.341
H 2.88 1.01 -1.05  0.259
H 2.82 -2.68 0.38  0.466
H 5.15 -3.33 1.00  0.185
H 7.73 -2.21 0.90  0.371
H 8.88 -0.12 0.24  0.373
H 7.63 1.77 -0.69  0.389
H 5.20 1.65 -1.00  0.375
H -1.07 -1.14 0.14  0.522
H -3.80 -4.10 -1.17  0.287
H -4.84 -2.76 -1.70  0.250
H -4.76 -3.19 0.02  0.305

Calculated values
**E_HOMO**: -7.598 eV
**SMILES**: CCOc1ccc(CN(CC)C(=O)Cc2c[nH]c3ccccc23)cc1OC
**Calculated total energy**: -1189.158161 hartree
**Frontier orbital gap**: 8.4 eV
**Energy relative to the best compared isomer or geometry (same formula, charge and spin)**: 50.4 kcal/mol

---

C22H26N2O3 in the gas phase. Source: the OMol25 dataset; level of theory: ωB97M-V/def2-TZVPD.

Last column: Mulliken charge in e.
Geometry (Å):
C 6.28 3.31 -0.35  -0.856
O 5.51 2.64 0.62  -0.454
C 5.07 1.38 0.35  0.908
C 5.35 0.67 -0.82  -0.385
C 4.84 -0.61 -0.98  -0.742
C 4.07 -1.21 0.00  0.197
C 3.48 -2.58 -0.19  -1.279
N 2.04 -2.51 -0.23  0.138
C 1.36 -1.79 -1.29  -0.832
C -0.03 -1.49 -0.71  0.072
C -0.07 -0.05 -0.18  0.197
O 0.84 0.74 -0.30  -0.711
N -1.24 0.26 0.43  -0.065
C -1.54 1.58 0.93  -0.853
C -2.58 2.28 0.04  -1.156
C -3.86 1.49 0.00  0.464
C -4.08 0.56 -1.01  -0.296
C -5.23 -0.21 -1.02  -0.704
C -6.18 -0.07 -0.02  0.860
C -7.44 -0.89 -0.03  -1.409
C -5.95 0.85 0.99  -0.655
C -4.81 1.62 1.00  -0.437
C -0.19 -2.51 0.42  -0.849
C 1.24 -2.90 0.78  0.566
O 1.59 -3.49 1.78  -0.691
C 3.80 -0.49 1.16  -0.101
C 4.29 0.78 1.34  -0.763
H 7.22 2.78 -0.55  0.340
H 5.73 3.43 -1.28  0.340
H 6.50 4.28 0.07  0.241
H 5.95 1.10 -1.60  0.383
H 5.06 -1.14 -1.89  0.311
H 3.73 -3.23 0.66  0.410
H 3.85 -3.04 -1.11  0.394
H 1.89 -0.86 -1.51  0.382
H 1.31 -2.41 -2.19  0.230
H -0.81 -1.59 -1.47  0.691
H -2.00 -0.40 0.40  0.345
H -0.60 2.14 0.93  0.401
H -1.92 1.50 1.95  0.419
H -2.76 3.28 0.45  0.454
H -2.17 2.39 -0.96  0.323
H -3.36 0.45 -1.80  0.372
H -5.39 -0.92 -1.81  0.339
H -7.68 -1.24 0.97  0.362
H -8.28 -0.28 -0.38  0.286
H -7.34 -1.75 -0.69  0.351
H -6.69 0.97 1.78  0.385
H -4.65 2.34 1.80  0.406
H -0.70 -2.13 1.30  0.373
H -0.72 -3.41 0.08  0.381
H 3.19 -0.95 1.93  0.485
H 4.08 1.34 2.23  0.434

Calculated values
**E_HOMO**: -8.221 eV
**SMILES**: COc1ccc(CN2C[C@H](C(=O)NCCc3ccc(C)cc3)CC2=O)cc1
**Calculated total energy**: -1189.208244 hartree
**Frontier orbital gap**: 8.8 eV
**Energy relative to the best compared isomer or geometry (same formula, charge and spin)**: 19.0 kcal/mol

---

C22H26N2O6S in the gas phase. Source: the OMol25 dataset; level of theory: ωB97M-V/def2-TZVPD.

Last column: Mulliken charge in e.
Geometry (Å):
O 1.16 -3.72 -4.33  -0.681
C 1.03 -3.26 -3.22  0.581
C 0.33 -4.05 -2.11  -0.415
O 0.33 -3.35 -0.87  -0.295
C -0.84 -3.21 -0.23  0.426
O -1.88 -3.68 -0.61  -0.637
C -0.70 -2.36 0.98  0.246
C -1.81 -2.20 1.81  -0.749
C -1.75 -1.33 2.88  -0.634
C -0.59 -0.62 3.11  0.279
S -0.55 0.66 4.37  1.292
O -1.59 0.42 5.32  -0.678
O 0.80 0.82 4.80  -0.702
N -0.95 2.06 3.57  -0.211
C -2.32 2.36 3.24  -1.100
C -2.68 2.06 1.82  0.614
C -2.93 2.89 0.76  -0.608
C -3.19 2.05 -0.35  -0.731
C -3.09 0.78 0.11  -0.419
O -2.78 0.77 1.42  -0.060
C 0.53 -0.80 2.33  -0.889
C 0.49 -1.68 1.27  -0.016
N 1.47 -2.05 -2.84  0.024
C 2.16 -1.14 -3.73  -0.831
C 1.55 0.26 -3.68  -1.239
C 1.57 0.85 -2.29  0.203
C 0.46 1.03 -1.59  -0.107
C 0.40 1.65 -0.23  1.232
C 1.73 2.29 0.18  -1.057
C 2.89 1.39 -0.24  -0.714
C 2.91 1.26 -1.76  -0.740
H -0.70 -4.26 -2.42  0.347
H 0.85 -5.00 -1.99  0.330
H -2.71 -2.75 1.58  0.518
H -2.60 -1.18 3.54  0.495
H -0.25 2.39 2.93  0.297
H -2.52 3.42 3.43  0.352
H -2.92 1.75 3.93  0.380
H -2.93 3.96 0.77  0.493
H -3.43 2.36 -1.35  0.467
H -3.20 -0.18 -0.37  0.612
H 1.43 -0.25 2.58  0.513
H 1.36 -1.84 0.65  0.547
H 1.30 -1.72 -1.90  0.109
H 2.08 -1.56 -4.74  0.473
H 3.22 -1.10 -3.45  0.301
H 0.52 0.21 -4.03  0.304
H 2.11 0.90 -4.36  0.398
H -0.50 0.72 -1.99  0.335
H -0.39 2.41 -0.22  -0.022
H 0.11 0.88 0.50  -0.606
H 1.75 2.46 1.26  0.342
H 1.83 3.26 -0.31  0.426
H 3.83 1.81 0.12  0.394
H 2.76 0.41 0.21  0.154
H 3.67 0.54 -2.06  0.328
H 3.19 2.23 -2.20  0.331

Calculated values
**E_HOMO**: -9.219 eV
**SMILES**: O=C(COC(=O)c1ccc(S(=O)(=O)NCc2ccco2)cc1)NCCC1=CCCCC1
**Calculated total energy**: -1813.078990 hartree
**Frontier orbital gap**: 8.9 eV
**Energy relative to the best compared isomer or geometry (same formula, charge and spin)**: 32.4 kcal/mol

---

C22H26N2O6S in the gas phase in a non-equilibrium geometry. Source: the OMol25 dataset; level of theory: ωB97M-V/def2-TZVPD.

Last column: Mulliken charge in e.
Geometry (Å):
C -2.33 -3.99 1.40  -1.015
C -2.46 -2.67 2.15  -0.250
O -1.36 -1.80 1.93  -0.493
C -1.10 -1.25 0.72  -0.639
C 0.17 -0.68 0.61  0.515
C 0.59 -0.04 -0.54  -0.050
C 1.94 0.65 -0.58  -0.750
C 2.12 1.53 0.63  -0.524
C 1.22 2.68 0.74  0.006
O 1.20 3.47 1.65  -0.695
O 0.38 2.72 -0.30  -0.091
C -0.68 3.69 -0.27  0.468
C -1.04 4.00 -1.72  -1.441
C -1.87 3.12 0.50  -1.286
C 2.99 1.17 1.61  0.980
C 3.30 1.96 2.83  -1.253
N 3.63 -0.05 1.55  -0.543
C 3.61 -0.75 0.48  0.178
S 4.37 -2.32 0.61  -0.136
C 4.22 -2.89 -1.12  -0.595
C 4.50 -1.73 -2.06  -1.037
C 3.39 -0.71 -1.97  0.792
O 2.84 -0.25 -2.95  -0.593
N 3.02 -0.34 -0.70  0.306
C -0.25 0.00 -1.65  -0.076
C -1.51 -0.54 -1.56  -0.679
C -1.96 -1.14 -0.38  0.413
O -3.27 -1.63 -0.34  -0.365
C -4.28 -0.76 -0.56  0.719
C -5.60 -1.47 -0.49  -1.230
O -4.12 0.41 -0.75  -0.499
H -3.14 -4.65 1.70  0.371
H -1.38 -4.46 1.64  0.331
H -2.38 -3.83 0.33  0.221
H -3.40 -2.17 1.91  0.167
H -2.42 -2.84 3.23  0.393
H 0.81 -0.74 1.48  0.598
H 1.99 1.26 -1.49  0.913
H -0.30 4.58 0.24  0.386
H -1.41 3.10 -2.20  0.259
H -1.81 4.76 -1.75  0.440
H -0.17 4.36 -2.26  0.374
H -1.56 2.85 1.51  0.353
H -2.66 3.86 0.55  0.478
H -2.25 2.23 0.00  0.169
H 2.38 2.30 3.30  0.316
H 3.87 2.85 2.56  0.301
H 3.88 1.35 3.51  0.357
H 4.94 -3.69 -1.23  0.412
H 3.21 -3.29 -1.27  0.380
H 4.56 -2.08 -3.09  0.347
H 5.45 -1.26 -1.79  0.324
H 0.08 0.47 -2.56  0.583
H -2.19 -0.49 -2.39  0.415
H -5.46 -2.54 -0.41  0.291
H -6.15 -1.10 0.38  0.305
H -6.18 -1.23 -1.38  0.379

Calculated values
**E_HOMO**: -8.325 eV
**SMILES**: CCOc1cc([C@H]2C(C(=O)OC(C)C)=C(C)N=C3SCCC(=O)N32)ccc1OC(C)=O
**Calculated total energy**: -1813.116053 hartree
**Frontier orbital gap**: 8.4 eV
**Energy relative to the best compared isomer or geometry (same formula, charge and spin)**: 9.2 kcal/mol

---

> Number 6 is which compound?

C22H26N2O6S